Below is 3 unconnected molecules or ions with the total composition C31H70N3O4PSSi2, with properties calculated with ωB97M-V with the def2-TZVPD basis set.

Calculated values
HOMO level (alpha / beta) = -7.85 / -8.23 eV
⟨S²⟩ = 2.0084
HOMO-LUMO gap (alpha / beta) = 8.38 / 8.70 eV
multiplicity = 3

Geometry (Å):
H 0.86 -1.59 9.44
C -6.44 5.79 -1.65
C 5.05 0.04 -3.76
H 0.94 -5.36 5.39
O 0.40 -1.72 -1.97
H 5.51 -0.02 -4.76
C 0.52 -0.06 7.12
H 2.80 -4.91 7.50
C -0.53 2.00 -0.86
C 2.57 -5.28 -3.81
C 1.84 -3.36 8.68
H -2.31 1.63 -2.05
H 0.37 -4.29 -1.31
H -6.24 8.19 -4.14
H -3.84 4.96 -1.02
C 2.81 -3.27 -2.29
H 3.63 -3.06 -2.98
H 1.49 0.43 7.14
H 2.91 -4.81 -4.74
H -5.33 3.21 -3.91
H 3.26 -3.75 -1.41
H 3.48 0.25 -1.78
H 3.68 -3.17 5.02
C 2.27 -1.43 0.15
C -5.88 4.39 -1.41
H 2.27 -3.50 4.01
H -6.03 4.12 -0.36
H 2.48 -3.50 9.56
H -2.27 5.43 -4.26
H 3.06 -4.83 4.89
H -2.14 5.68 -2.52
C 1.45 -1.89 8.57
H 0.04 0.17 6.17
P 0.15 -1.21 -5.21
H 7.74 -0.70 -1.77
H 0.96 -3.98 8.86
C 2.79 -0.15 -2.55
H 1.65 -1.00 2.73
C -0.75 -2.16 7.36
H -6.70 5.85 -5.12
H 3.11 0.37 -4.62
O -4.00 7.16 -2.88
H -6.02 8.38 -2.40
H -1.26 -2.05 6.41
H -7.53 5.80 -1.49
S 0.16 0.46 -6.24
H -8.05 5.85 -3.97
H -0.59 1.79 0.20
N 1.45 -2.11 6.14
H 2.36 -1.28 8.57
C -4.04 4.83 -3.15
H 1.12 -3.73 -3.56
H -3.66 3.16 -4.45
H 3.56 -3.32 7.39
H 3.45 -5.68 -3.31
C 3.57 -0.29 -3.88
C -1.44 1.08 -1.67
H 5.68 -1.91 -3.13
H 0.18 -1.99 2.74
H 0.23 -4.84 6.91
H 5.39 -0.80 -1.81
C 0.64 -4.49 5.96
C 5.82 -0.87 -2.81
N 1.24 -2.13 0.94
H -0.78 -3.21 7.65
C 1.83 -4.28 -2.93
H 5.17 1.08 -3.44
C 1.02 -4.99 -1.84
H 3.29 -1.76 0.43
C -2.53 5.02 -3.28
Si -0.59 -1.04 -3.05
C 0.66 -1.57 7.30
H 0.51 1.86 -1.18
N -4.69 6.18 -3.32
C 2.60 -3.84 7.44
H 1.69 -5.44 -1.11
C -4.39 4.34 -1.73
H -0.78 3.05 -1.02
H 1.64 -3.00 1.28
H -4.01 3.31 -1.63
H -0.10 0.33 7.93
H 0.24 -0.50 1.79
C -7.00 5.56 -4.11
H 7.89 -1.15 -3.46
H 0.40 -5.78 -2.26
H 2.02 0.62 -2.64
H 7.49 0.51 -3.02
O -0.76 0.57 -2.82
C 0.82 -1.37 2.11
C 1.85 -3.56 6.13
H -2.07 4.03 -3.18
H -1.31 -1.61 8.12
H -1.89 -1.74 -3.00
H 1.36 -1.93 -5.17
H -0.16 -4.00 5.41
H -6.00 6.49 -0.94
H 3.48 -1.30 -4.29
C -6.53 7.79 -3.17
C -4.49 3.83 -4.22
H 1.93 -6.12 -4.09
Si 2.05 -1.65 -1.70
H -7.61 7.90 -3.05
C -6.17 6.31 -3.07
H -4.77 4.34 -5.14
H -6.43 3.65 -2.00
C 7.32 -0.54 -2.76
C 2.78 -3.77 4.94
H -0.69 -2.23 -5.70
H -6.94 4.48 -4.03
O 2.34 -1.31 5.69
H -1.82 0.26 -1.05
H 2.24 -0.36 0.38

---

Below is C20H22N2O4 in the gas phase in a non-equilibrium geometry, with properties calculated with ωB97M-V with the def2-TZVPD basis set.

Calculated values
HOMO level = -8.02 eV
HOMO-LUMO gap = 7.93 eV

Geometry (Å):
H -1.49 2.98 2.57
C 0.40 -0.17 2.75
H -2.05 0.38 2.25
H 3.11 -1.09 -0.55
C -2.02 -0.56 0.31
H 2.26 -3.88 -1.56
C 3.79 -2.04 1.31
H -2.41 3.34 -2.92
C -1.77 1.29 -2.92
N -2.03 1.88 0.86
O -0.12 -0.18 3.86
C 0.20 2.09 1.61
H -3.09 -0.60 0.18
O -3.13 2.10 1.36
C 1.58 -0.89 2.44
H 0.66 0.13 -1.61
C -2.19 2.52 -3.64
H 0.83 2.38 0.78
H -1.08 3.79 1.06
H 4.22 -2.92 3.27
H -1.77 -0.98 -1.76
C 1.78 -3.48 -2.47
N 0.79 -0.01 0.44
C -1.35 -0.29 -1.01
H 2.61 -3.37 -3.26
O -0.10 -2.89 -0.66
C 1.81 -0.71 1.07
H -1.35 2.82 -4.27
C -2.17 2.21 -0.58
H -3.09 2.31 -4.24
C 0.19 -0.49 -0.87
H 2.22 -1.70 4.29
H 0.72 2.41 2.55
H -1.60 3.10 -0.82
C -1.59 0.56 1.30
H -1.44 0.46 -3.50
H 1.00 -4.14 -2.92
C 2.94 -1.26 0.51
C 3.54 -2.29 2.66
C 2.45 -1.64 3.25
H -1.67 -1.50 0.76
O 1.35 -2.14 -2.28
C 0.50 -1.98 -1.25
C -0.04 0.61 1.51
H 4.71 -2.41 0.88
C -1.75 1.11 -1.54
C -1.13 2.80 1.55
H -3.23 2.36 -0.76

---

Below is a molecular structure, C17H16BBr2LiN5OS2 in a non-equilibrium geometry, with properties calculated with ωB97M-V with the def2-TZVPD basis set.

Calculated values
HOMO level = -4.26 eV
total charge = -1
HOMO-LUMO gap = 6.82 eV

Geometry (Å):
N 12.90 7.31 7.27
O 9.61 9.25 10.26
B 9.88 5.19 7.42
H 14.91 7.21 7.76
H 11.02 6.16 4.85
C 9.82 10.65 14.16
Br 9.92 11.51 15.86
C 11.94 6.56 7.99
H 9.87 5.09 8.59
H 9.71 12.62 13.30
H 5.31 8.73 7.32
C 9.88 9.25 13.95
C 5.40 7.65 7.63
C 7.09 7.03 5.81
H 10.15 6.12 15.39
N 11.10 6.00 7.04
N 8.54 5.96 7.07
H 13.91 8.09 8.93
Br 9.80 12.28 10.36
C 12.57 7.24 5.93
C 8.22 6.34 5.76
C 11.47 6.48 5.79
C 10.03 8.25 14.97
H 13.11 7.76 5.16
H 10.17 5.52 12.99
H 6.52 7.52 5.04
S 12.00 6.45 9.63
H 14.41 8.79 7.28
N 9.90 7.41 12.30
H 9.88 4.14 6.83
S 7.47 6.08 9.56
C 7.60 6.40 7.94
H 10.15 8.58 16.01
C 10.09 6.92 14.65
H 8.76 5.89 4.94
C 9.68 9.68 11.46
H 4.53 7.11 7.22
Li 9.74 7.33 10.17
C 9.72 11.56 13.10
H 5.44 7.58 8.74
C 14.08 7.93 7.87
C 9.82 8.76 12.59
C 9.70 11.08 11.76
N 6.69 7.12 7.14
C 10.04 6.55 13.29